C4H5NO | ωB97M-V with the def2-TZVPD basis set

Structure (XYZ):
```
11
Properties=species:S:1:pos:R:3
O -2.396 1.415 -0.404
C -1.762 0.438 -0.293
C -1.043 -0.657 -0.199
C 0.441 -0.636 -0.310
C 1.118 0.651 -0.049
N 1.174 -0.471 0.934
H -1.540 -1.582 0.065
H 0.887 -1.324 -1.016
H 0.464 1.539 -0.053
H 2.100 0.942 -0.404
H 0.556 -0.314 1.730
```

Total charge: 0
ΔE to the lowest compared entry with this formula, charge and spin (kcal/mol): 51.9
E_LUMO (eV): 0.8
Electronic energy (eV): -7764.274
SMILES: O=C=C[C@H]1CN1
HOMO energy (eV): -9.1
Kohn-Sham gap (eV): 9.9

The natural (NBO) scheme yields these atomic charges, measured in e: O -0.455; C 0.728; C -0.578; C -0.083; C -0.275; N -0.568; H 0.265; H 0.210; H 0.191; H 0.209; H 0.356